--- i ---
Computed, not measured: one molecule with the formula C3H7NO2S, with the ωB97M-V functional and the def2-TZVPD basis.

```
14
Properties=species:S:1:pos:R:3:mulliken_charge:R:1
S -0.759 0.092 0.006 1.243
O -1.402 0.823 1.033 -0.691
O 0.315 1.157 -0.565 -0.322
N 0.233 -0.913 0.775 -0.373
C -1.760 -0.822 -1.065 -1.111
C 0.872 2.197 0.139 -0.588
C 0.100 -2.131 0.956 -0.227
H -0.759 -2.627 0.426 0.296
H -1.063 -1.224 -1.855 0.331
H -2.241 -0.003 -1.450 0.394
H 1.865 1.851 0.300 0.218
H 0.191 2.338 0.969 0.340
H 0.862 3.105 -0.486 0.211
H 0.836 -2.645 1.572 0.279
```

## Properties
M, Da: 121.16
Total charge: 0
HOMO, eV: -9.19

---

--- ii ---
Computed, not measured: one molecule with the formula C3H7NO2S, with the ωB97M-V functional and the def2-TZVPD basis.

```
14
Properties=species:S:1:pos:R:3:mulliken_charge:R:1
S -1.254 2.086 0.696 -0.196
O 0.166 0.935 -1.991 -0.424
O 1.922 -0.219 -1.202 -0.564
N 0.233 -1.751 0.399 -0.650
C 0.744 0.026 -1.226 0.518
C -0.263 -0.578 -0.296 0.095
C -0.502 0.450 0.993 -0.856
H 0.438 0.482 1.494 0.390
H 0.900 1.340 -2.512 0.339
H -1.171 -0.077 1.677 0.374
H 1.027 -1.642 1.007 0.225
H -1.183 -0.752 -0.843 0.384
H 0.464 -2.526 -0.214 0.237
H -1.521 2.227 2.019 0.127
```

## Properties
M, Da: 121.16
Total charge: 0
HOMO, eV: -9.18

---

--- iii ---
Computed, not measured: one molecule with the formula C3H7NO2S, with the ωB97M-V functional and the def2-TZVPD basis.

```
14
Properties=species:S:1:pos:R:3:mulliken_charge:R:1
S -0.329 -2.890 -0.131 -0.241
O 0.737 2.662 1.250 -0.488
O 1.640 0.592 1.414 -0.555
N 0.235 1.058 -0.296 -0.212
C 0.901 1.377 0.873 0.571
C -0.892 -1.126 -0.118 -0.553
C 0.191 -0.266 -0.823 -0.592
H -1.018 -3.324 -1.285 0.137
H -0.372 1.824 -0.544 0.203
H 1.140 -0.812 -0.823 0.372
H -1.810 -1.008 -0.715 0.333
H -0.026 -0.103 -1.891 0.352
H 0.678 2.764 2.199 0.351
H -1.073 -0.747 0.891 0.321
```

## Properties
M, Da: 121.16
Total charge: 0
HOMO, eV: -9.17

---

Energy comparison, zero being the most stable, in eV: i 5.089; ii 0.311; iii 0.000.